# 1
C8H9N2O2 | ωB97M-V/def2-TZVPD

Geometry as ORCA input:
```
! wB97M-V def2-TZVPD RIJCOSX def2/J DEFGRID3
* xyz 1 1
C -3.05670 -0.47847 0.83290
C -3.51154 -0.18924 -0.35658
C 1.83145 0.27401 1.13426
C -1.62567 -0.37118 1.04132
C 3.17955 -0.24341 -1.26852
C 1.31185 -0.32452 0.13318
C 3.39307 0.59168 0.93873
C -2.56122 0.19174 -1.45673
N 3.82463 0.37377 -0.45517
N -0.81818 -0.47370 -0.03224
O 1.75208 -0.72643 -1.03687
O -1.27360 -0.44051 -1.28441
H -3.76727 -0.53018 1.68359
H -4.59506 -0.25421 -0.60167
H 1.42672 0.46340 2.03652
H -1.36297 -0.12031 1.99739
H 3.55324 -0.39736 -2.24735
H 3.53903 1.69400 1.22331
H 3.98835 -0.00556 1.58662
H -2.85765 -0.23513 -2.44542
H -2.37010 1.20159 -1.42285
*
```

## Properties
HOMO energy in eV: -13.315
E_tot in eV: -15503.3084

# 2
C8H9N2O2S | ωB97M-V/def2-TZVPD

Geometry as ORCA input:
```
! wB97M-V def2-TZVPD RIJCOSX def2/J DEFGRID3
* xyz 1 1
N -4.40283 0.39175 -0.40839
C -3.28789 0.50806 0.24819
N -2.79355 0.04144 1.43165
C -1.95886 0.85650 0.48481
S -0.64252 -0.58033 -0.54141
O -1.16153 -0.37759 -1.88766
O -1.05684 -1.71857 0.21398
C 1.08748 -0.32177 -0.18903
C 1.87517 -1.21789 0.49791
C 3.22605 -0.90385 0.71601
C 3.71906 0.27390 0.18315
C 2.94793 1.04726 -0.72466
C 1.62150 0.75614 -0.90593
H -4.49001 0.87700 -1.27270
H -5.16402 -0.18760 -0.08837
H -2.64144 -1.00578 1.55539
H -1.52760 1.88718 0.82999
H 1.66569 -2.18843 0.98202
H 3.73598 -1.68465 1.20110
H 4.78919 0.42958 0.47450
H 3.54147 1.83851 -1.21780
H 0.91756 1.27914 -1.58275
*
```

## Properties
HOMO energy in eV: -13.334
SMILES: [NH2+]=C1N[C@H]1S(=O)(=O)c1ccccc1
E_tot in eV: -26341.6395

# 3
C8H9N3 | ωB97M-V/def2-TZVPD

Geometry as ORCA input:
```
! wB97M-V def2-TZVPD RIJCOSX def2/J DEFGRID3
* xyz 0 1
C 3.58912 -0.62487 0.03265
C 1.64874 1.01946 0.21505
C 0.28517 0.90447 0.10081
C -0.74957 1.72727 -0.22969
C -2.08293 1.02207 -0.12035
C -2.37036 -0.40491 -0.00737
C -1.27032 -1.26246 -0.12806
C -0.00830 -0.53517 -0.04428
H 4.20476 0.32931 1.01092
H 3.70558 -1.84669 0.62460
H 4.36199 -0.48199 -1.14760
H 2.10575 1.95918 0.04562
H -0.78683 2.83158 -0.30328
H -2.92919 1.79881 -0.51083
H -3.53671 -1.70324 0.82761
H -4.51999 -0.12029 0.29013
H -1.29365 -2.27552 -0.20089
N 2.17749 -0.21636 -0.09539
N -3.69739 -0.86405 0.03882
N 1.16663 -1.25660 -0.39848
*
```

## Properties
HOMO energy in eV: -7.618
E_tot in eV: -12905.0224